ORCA calculation (ωB97M-V/def2-TZVPD) on a 12-piece molecular cluster, C14H52O14 overall at a distorted geometry.

## Properties
Frontier orbital gap (eV): 9.70
SMILES string: OCCO.OCCO.CO.CO.CO.CO.CO.CO.CO.CO.CO.CO
Relative energy (zero: lowest compared OMol25 entry of this formula, charge and spin) (kcal per mole): 4.9
E_LUMO (eV): 0.25
Total charge: 0
Calculated total energy (hartree): -1617.74409
Largest force on an atom (eV Å⁻¹): 4.06

The geometry in XYZ format:
```
80
Properties=species:S:1:pos:R:3:mulliken_charge:R:1
C 4.772 1.209 2.996 -0.4861
H -2.506 5.546 -4.367 0.3219
H 2.082 -1.218 -6.714 0.2460
H -5.005 -2.742 2.176 0.2724
O 2.513 1.895 3.448 -0.5543
H 1.044 -2.146 3.032 0.1308
H -0.812 -2.624 -2.950 0.2462
H 0.278 3.107 1.898 0.0204
C -2.298 4.948 -3.520 -0.6156
C 0.086 -2.963 0.548 0.4370
H 1.545 -0.478 -5.114 0.1870
H -0.454 -1.665 1.849 -0.0718
H 0.570 -2.306 -0.161 -0.1610
C 4.403 -1.441 0.226 -0.7788
H -3.070 3.414 -2.884 0.4138
H -0.173 0.403 -1.144 0.1809
H -1.495 4.296 -3.894 0.2108
H 2.327 -1.128 3.415 0.0526
H -2.471 -1.295 -3.412 0.3524
H 2.983 2.063 4.288 0.3558
H -2.787 1.421 4.133 0.3227
H 1.209 1.243 -0.620 0.0424
H -3.492 -3.358 2.743 0.2320
O 5.193 1.654 4.260 -0.5944
C -0.631 -4.097 -0.219 -1.1302
O 1.619 -0.441 -1.865 -0.5148
C 2.124 -1.304 -5.608 -0.4830
O -2.039 0.577 2.430 -0.4320
H 4.616 0.170 3.145 0.1769
H -0.076 3.928 0.464 0.3078
H -2.405 -3.420 -0.823 0.3578
C -4.187 -3.352 1.811 -0.6925
O 0.520 -0.145 3.357 -0.6018
H -1.233 -0.071 -3.072 0.0113
C -1.517 -0.951 -3.754 -0.4478
O -2.155 2.418 -1.548 -0.4060
H 3.732 2.810 2.014 0.3419
H -1.223 0.463 2.924 0.4210
O -3.425 4.190 -3.252 -0.5716
H 4.658 -1.296 -0.830 0.3218
H -3.973 0.371 3.237 0.1636
O -0.933 -2.257 1.308 -0.1486
C -0.515 3.613 1.377 -0.4744
H 2.555 -0.963 -0.131 0.1478
C 1.306 -1.322 3.662 -0.3472
O -0.518 -1.939 -3.583 -0.4412
C 3.508 1.834 2.441 0.2743
H -1.220 -4.705 0.458 0.4208
H -3.397 2.075 2.633 0.3111
C -3.185 1.418 -1.305 -0.5904
H -1.925 5.513 -2.625 0.1894
H -2.797 0.403 -1.137 0.0826
H -1.594 -0.766 -4.839 0.2570
H -2.621 -2.309 1.007 0.4438
H 5.600 1.320 2.289 0.3826
H 1.269 0.542 3.370 0.3620
H 5.493 2.568 4.227 0.3384
O 1.713 -2.612 -5.173 -0.5374
H 3.128 1.215 1.596 -0.2790
O -3.491 -2.680 0.735 -0.5489
H -3.869 1.725 -0.528 0.3112
C -3.146 1.161 3.173 -0.6990
H 0.184 -4.648 -0.662 0.4345
H -0.848 4.430 1.975 0.2856
O 3.183 -0.805 0.560 -0.2082
H -3.721 1.366 -2.256 0.3364
O -1.579 2.736 0.962 -0.5235
H 3.189 -1.290 -5.257 0.2044
H 0.754 -3.412 1.194 0.5197
H 1.184 -1.607 4.704 0.2513
O -1.584 -3.768 -1.254 -0.5372
H -1.565 1.876 1.488 0.4125
H -4.485 -4.370 1.510 0.2684
C 0.805 0.648 -1.484 -0.3683
H 1.210 -0.900 -2.601 0.2138
H -1.972 2.860 -0.688 0.4098
H 0.567 1.431 -2.280 0.3487
H 0.806 -2.516 -4.839 0.4176
H 5.196 -1.006 0.803 0.2290
H 4.471 -2.539 0.525 0.2656
```